# 1
DFT (ωB97M-V with the def2-TZVPD basis set) results for one molecule with the formula C10H17NOSi at a distorted geometry.

```
! RIJCOSX wB97M-V def2-TZVPD def2/J DEFGRID3
* xyz 0 1
C 1.2797 -0.5383 -1.1984
H 1.4744 0.2391 2.1255
H 3.0519 -1.0441 -1.8539
H 2.9851 1.1020 1.4138
N 1.1669 -1.1174 0.1337
H -1.6967 -0.3721 2.5397
C -2.0560 -0.4104 -1.5557
C 0.1264 -3.4414 0.5295
H 2.6845 0.3937 -2.5976
H -3.0685 -0.6904 -1.4097
H -1.0289 2.7870 0.0595
H -0.0498 -4.3815 0.8175
H -1.9650 0.3511 -2.2828
H 3.0860 0.5113 -0.9568
H -3.0650 -0.8642 1.7284
C -2.0282 -0.7698 1.5517
C 0.5099 0.2304 -0.0670
C 1.1986 1.5019 0.5108
H -2.4394 2.5249 -0.9254
C 2.6294 -0.1141 -1.6527
O 1.0699 2.5650 -0.0147
C 1.9736 1.1223 1.7979
H -1.6518 -1.7319 1.4612
H -1.5533 -1.2876 -1.9172
H 1.9579 1.8957 2.5588
C -1.9165 2.1543 -0.0236
Si -1.4025 0.2926 0.0539
C 0.6005 -2.3225 0.3843
H -2.5528 2.3717 0.7822
H 0.6798 -0.9571 -1.9930
*
```

Computed properties:
HOMO energy (eV): -8.62
Structure (SMILES): C#CN1[C@H](C)[C@@]1(C(C)=O)[Si](C)(C)C
LUMO (eV): 0.84
Orbital gap (eV): 9.4676
Energy above the lowest of the compared OMol25 structures with the same formula, charge and spin (kJ/mol): 304.9

***

# 2
DFT (ωB97M-V with the def2-TZVPD basis set) results for one molecule with the formula C8H19BS2 at a distorted geometry.

```
! RIJCOSX wB97M-V def2-TZVPD def2/J DEFGRID3
* xyz 0 1
H 1.8272 0.5150 0.3859
H 2.1644 -1.3869 -1.8489
H -1.5042 0.8550 0.5654
C -1.9919 -0.3012 -1.0365
B 0.3694 -1.7962 -0.3656
C -2.3672 0.7900 -0.0765
H -4.3528 0.1244 -0.1029
S 1.3293 -3.4968 0.7872
C 1.4132 -0.8924 -1.1153
H -2.5023 1.7618 -0.5692
H -3.5960 -0.6281 1.2126
C 3.6275 0.1710 -0.7182
H 3.9488 1.1050 1.0797
H 0.1468 -4.0850 1.3850
H 4.2869 2.1909 -0.3172
H 4.1998 -0.7304 -0.9685
S -1.3846 -1.9358 -0.2010
H -3.6125 1.5014 2.5369
C -4.2292 1.4987 1.6132
C -3.6815 0.3524 0.6492
H 2.5494 -1.1118 0.5453
C 2.3307 -0.2712 -0.1186
H -4.0511 2.4859 1.0413
H 0.7290 -0.2525 -1.6005
H -2.7438 -0.8097 -1.5542
H -1.2292 -0.0173 -1.7936
H 5.5513 0.9786 0.2939
C 4.4912 1.1893 0.1409
H 3.4669 0.7913 -1.6111
H -5.1857 1.4044 1.7611
*
```

Computed properties:
HOMO energy (eV): -8.62
Structure (SMILES): CCCCSB(S)CCCC
LUMO (eV): 0.54
Orbital gap (eV): 9.1540
Energy above the lowest of the compared OMol25 structures with the same formula, charge and spin (kJ/mol): 0.0

***

# 3
DFT (ωB97M-V with the def2-TZVPD basis set) results for one molecule with the formula C4H4 at a distorted geometry.

```
! RIJCOSX wB97M-V def2-TZVPD def2/J DEFGRID3
* xyz 0 1
C 0.5389 -0.4713 -0.6089
H -1.3859 1.0534 1.7857
C -0.0563 -0.1958 0.6497
C 1.0452 -0.8556 -1.6600
H -0.7317 1.6811 0.1759
C -0.8660 0.8460 0.9271
H 1.4320 -1.0852 -2.6235
H 0.0237 -0.9725 1.3540
*
```

Computed properties:
HOMO energy (eV): -9.25
Structure (SMILES): C#CC=C
LUMO (eV): 0.81
Orbital gap (eV): 10.0607
Energy above the lowest of the compared OMol25 structures with the same formula, charge and spin (kJ/mol): 34.5

***

# 4
DFT (ωB97M-V with the def2-TZVPD basis set) results for C41H49IrN10O3PS2 as an isolated structure.

```
! RIJCOSX wB97M-V def2-TZVPD def2/J DEFGRID3
* xyz 2 6
H -1.2561 -4.4158 -4.5146
H 1.5511 -1.8902 -4.0070
H 0.2992 4.8716 4.0563
N -0.7791 -1.8148 1.8232
H 4.2310 -3.1980 -4.6522
C 2.0328 3.9947 2.1011
C -0.3815 4.0820 3.7922
S 4.1031 0.7350 -1.2973
C -1.6785 3.8451 4.1654
H -3.4741 -4.6328 -1.7371
C 2.1198 -3.6634 -2.9103
H -1.3367 -4.5495 -2.7428
C 3.4819 -3.6005 5.6077
C -0.8224 4.2447 -1.2159
H 1.4944 -3.4117 -2.0524
H 1.5938 -4.3843 -3.5377
C 3.3045 -2.6987 -4.9351
N -0.9871 2.1559 2.8541
C 0.7211 1.6532 -5.1148
H 2.8147 3.0866 -3.8990
N 0.0050 3.0567 2.9937
N 0.4346 -2.3985 1.9684
C -3.1295 3.6393 -1.1835
H 3.6259 -4.5291 5.0577
N -1.5461 2.3260 0.0244
C -4.6548 -0.9394 3.0745
C -4.0744 0.8220 1.0508
C 0.4677 -3.6038 1.3598
C -2.1367 4.4829 -1.6156
H -0.0327 2.4317 -5.2328
H -4.4700 -2.3783 -1.5269
H -4.1596 3.8068 -1.4676
H -2.5345 -0.8396 3.3845
N -3.0839 0.3426 1.7966
P 2.6519 -0.1902 -2.2903
H 2.7632 -3.3451 -5.6265
H -6.1926 0.8094 0.6236
C -1.7004 -2.5629 -3.5021
C -3.9600 -2.6526 -2.4502
H 0.2705 0.6954 -5.3730
C -1.7874 -4.0771 -3.6262
C -0.7660 -3.8208 0.7978
H 1.5342 1.8551 -5.8113
O 2.1611 0.5205 -3.6125
H 0.4230 2.9158 -0.0900
H 1.6969 -3.9327 3.6125
H 4.8693 2.5049 1.0434
O -3.1293 -4.4911 -3.7685
H 1.5962 4.9750 2.2397
H -1.0846 -4.6852 0.2444
C 3.1172 1.4925 1.7067
N -1.8715 -0.3970 -0.8211
N 1.0470 0.4216 2.3817
H 3.7966 5.9811 1.8337
H 5.1810 4.9623 1.4256
C 2.8616 -2.5464 4.7473
S 1.2642 -0.3398 -0.9012
C 4.1169 5.1164 1.2546
C 3.3318 3.8921 1.6134
N -2.5834 -2.1393 -2.4059
C -2.2124 -1.2161 -1.5675
H 3.7889 -0.8894 5.7548
C 3.1215 -1.1901 4.9579
C 1.2781 2.8692 2.4052
C -1.5041 -2.6764 1.1224
H -4.8370 -1.6161 3.8955
C 3.8644 2.6162 1.4293
H -0.6859 -2.2397 -3.2683
C 2.4596 -2.4262 -3.7138
H 1.2360 3.7694 -3.4997
H 4.4443 -3.2731 5.9968
H -4.7219 2.0320 -0.3922
H -4.8988 -4.5660 -2.7976
C -2.0110 2.6334 3.5454
H 2.6960 0.8107 4.3931
C 2.5168 -0.2333 4.1832
C -3.9014 -4.1620 -2.6330
H 2.1898 2.9550 -2.2489
H 3.5208 0.5105 1.5015
C -0.5823 3.1619 -0.4091
C -5.4058 0.4100 1.2498
H 0.4140 1.4176 -2.9948
C -2.8001 2.5604 -0.3458
H 2.8362 -3.8171 6.4616
H -0.0084 4.8825 -1.5281
H -2.2919 4.4478 4.8103
C -5.6907 -0.4733 2.2604
H -2.9389 2.0927 3.5875
Ir -0.8595 0.4706 1.1700
H -6.7110 -0.7897 2.4298
C 1.8066 1.5833 2.1995
N -3.8620 1.7525 0.0477
C 1.9147 2.9376 -3.3017
H -2.0301 -2.0854 -4.4294
C 1.9480 -2.8895 3.7504
C 1.3261 -1.9400 2.9631
H 1.3556 -4.2121 1.3812
C -3.3826 -0.5079 2.8010
H -4.4810 -2.1937 -3.2953
O 3.2374 -1.5373 -2.8408
C 1.6158 -0.5604 3.1337
H 3.0333 -4.1357 -2.5493
C 1.2287 1.6462 -3.6899
H -2.3804 5.3214 -2.2538
H 3.9853 5.3558 0.1973
H -2.5194 -2.4266 0.8661
H 3.5487 -1.7703 -5.4486
*
```

Computed properties:
HOMO energy (spin up / spin down) (eV): -12.37 / -13.08
LUMO (spin up / spin down) (eV): -4.22 / -6.94
<S²>: 8.80
Orbital gap (spin up / spin down) (eV): 8.1433 / 6.1348
Energy above the lowest of the compared OMol25 structures with the same formula, charge and spin (kJ/mol): 0.0

***

# 5
DFT (ωB97M-V with the def2-TZVPD basis set) results for C36H27Br2Cl2N4O6Ti as an isolated structure at a distorted geometry.

```
! RIJCOSX wB97M-V def2-TZVPD def2/J DEFGRID3
* xyz -1 3
N -1.8471 -1.8708 1.2951
C 1.5565 3.7658 1.3330
C -2.7660 -2.3277 -3.7693
H 4.6135 -2.7005 0.9084
N -0.0226 2.8078 -1.0244
C -3.8476 -2.7427 3.0156
H -0.2361 -2.9460 -3.2160
Cl -5.0411 -2.6795 -5.1885
C 2.0602 -1.9917 1.2619
C -3.1701 -3.6150 2.2224
Br -5.5324 -0.8262 4.9811
C -1.9620 0.3707 2.1091
O -0.9448 0.6723 1.3798
H 3.3105 -2.5502 2.9292
C 5.1314 -1.6058 -0.8127
H 1.6591 -3.1821 2.9648
H -2.3053 -2.9694 -4.5082
C -1.4334 -4.1255 0.4782
C 2.9437 -1.4980 0.2615
Br -2.0245 3.0846 2.9257
H -5.8209 -1.0812 -2.9447
C 1.9979 4.4970 2.4493
C 0.0275 5.0756 -1.8039
C -4.1080 -0.3705 3.8081
C -2.1495 -3.1443 1.3507
C 0.3424 4.0691 -0.8705
C 2.5127 2.4083 3.4883
C -0.6779 4.7282 -2.9328
O 1.3799 0.0268 -0.6935
H -0.5462 -3.6815 0.0328
O 0.0019 -2.0868 -1.3837
H 2.8672 -3.8899 1.8880
H 1.0795 5.4781 0.3694
H -0.9265 5.4830 -3.6687
O 5.6135 -0.3619 -2.7337
C -1.0582 3.4009 -3.1104
C 5.2019 0.5518 -3.7266
C 2.5039 -2.9568 2.3186
C 4.2708 -1.9865 0.1712
H -0.9949 1.4540 -2.2051
C 4.7003 -0.6735 -1.7812
H 6.0348 0.6471 -4.4192
H 1.9515 5.5787 2.4578
C -2.4695 -0.9830 2.1328
Ti -0.2240 -0.6247 0.0492
N 1.6341 2.4491 1.2591
H -1.6188 3.0722 -3.9735
H -3.3978 -4.6726 2.2305
H 2.8221 4.3312 4.4099
H -2.0894 -4.4503 -0.3336
Cl -4.7783 0.3085 -0.7037
O 0.8554 -1.6433 1.3113
C -2.6165 -0.9137 -1.7675
C -4.1070 -2.0344 -3.8477
H -1.1613 -5.0089 1.0582
C -0.6905 -2.2966 -2.4587
C -3.6754 0.9254 3.7583
C -3.9839 -0.7157 -1.8674
H 2.1019 0.7151 2.2306
C -1.9943 -1.8320 -2.6827
C 2.5476 -0.5321 -0.7030
H 3.0783 0.6051 -2.4209
C -2.6136 1.2907 2.9213
H -4.6382 -3.0818 3.6707
N 1.0474 4.4820 0.2585
H 6.1328 -2.0053 -0.8723
H 2.8628 1.8193 4.3247
C -3.5029 -1.3661 3.0010
C 3.4395 -0.1344 -1.7227
H 4.9732 1.5302 -3.2955
C 2.0874 1.7947 2.3241
C 2.4784 3.7972 3.5323
H -4.1418 1.6861 4.3698
O -1.8981 -0.2629 -0.8826
C -0.7066 2.4963 -2.1256
H 0.3385 6.0988 -1.6335
H 4.3227 0.1845 -4.2624
C -4.7595 -1.2644 -2.8956
*
```

Computed properties:
HOMO energy (spin up / spin down) (eV): -2.36 / -4.82
LUMO (spin up / spin down) (eV): 2.34 / 2.34
<S²>: 2.04
Orbital gap (spin up / spin down) (eV): 4.7017 / 7.1605

***

# 6
DFT (ωB97M-V with the def2-TZVPD basis set) results for C8H5N2O5Pd as an isolated structure at a distorted geometry.

```
! RIJCOSX wB97M-V def2-TZVPD def2/J DEFGRID3
* xyz 3 5
O -0.1375 -3.6348 -1.2091
C -0.0782 -2.4859 -1.1227
C 0.0209 4.4211 -0.4060
N 0.0563 -0.3796 0.9384
C -0.3438 0.7169 1.5417
Pd 0.0196 -0.5214 -1.1963
C 2.0024 -0.1276 -1.5130
C 0.4452 -1.2896 1.8708
C 0.2744 -0.7014 3.1036
O 3.0689 0.2556 -1.2900
H -0.4764 1.3188 3.5132
C 0.0593 -1.3962 -3.9417
H 0.4670 -1.0924 4.0831
C -1.8643 0.1864 -1.3225
O -0.1126 -1.0232 -5.0105
H -0.4291 1.0377 -0.6686
O -3.0188 0.1962 -1.3955
O 0.1717 4.6242 -1.5132
H -0.7071 1.5979 1.0532
N -0.2271 0.5784 2.8673
H 0.8088 -2.2812 1.6178
*
```

Computed properties:
HOMO energy (spin up / spin down) (eV): -20.50 / -21.46
LUMO (spin up / spin down) (eV): -12.13 / -17.24
<S²>: 6.02
Orbital gap (spin up / spin down) (eV): 8.3687 / 4.2190
Energy above the lowest of the compared OMol25 structures with the same formula, charge and spin (kJ/mol): 96.9